Record 1
Entry from OMol25: a cluster of 2 separate species, C9H18N3O3 in total in a non-equilibrium geometry (wB97M-V/def2-TZVPD).

```
! RIJCOSX wB97M-V def2-TZVPD def2/J DEFGRID3
* xyz 1 1
C 3.76 0.68 0.70
C 3.86 -0.65 0.08
C 2.57 1.21 0.34
C 2.72 -0.74 -0.67
C -1.50 -2.13 -0.56
C -0.80 -1.70 1.84
C -3.13 0.81 -0.16
C -1.29 2.31 -0.79
C -0.85 0.12 0.35
N 1.97 0.40 -0.59
N -1.02 -1.21 0.48
N -1.73 0.84 -0.60
O 1.96 2.39 0.59
O 2.21 -1.80 -1.33
O 0.73 0.57 -0.87
H 4.32 1.03 1.57
H 4.59 -1.46 0.00
H -2.16 -1.70 -1.27
H -0.60 -2.47 -1.21
H -1.90 -3.02 -0.18
H -1.40 -1.19 2.55
H -1.16 -2.76 1.81
H 0.35 -1.68 2.04
H -3.43 1.01 0.90
H -3.71 1.56 -0.83
H -3.70 -0.12 -0.44
H -0.26 2.33 -0.97
H -2.02 2.86 -1.48
H -1.46 2.85 0.10
H -0.57 0.68 1.21
H -1.79 0.35 -1.52
H 2.57 3.11 0.47
H 2.86 -2.48 -1.56
*
```

Summary:
Energy relative to the best compared isomer or geometry (same formula, charge and spin), kJ/mol: 612.08
Highest occupied orbital energy (alpha / beta), eV: -10.09 / -10.09
Frontier orbital gap (alpha / beta), eV: 6.7427 / 6.7434
Largest force on an atom, hartree/bohr: 0.089

Atom charges from the Löwdin analysis, given in e for atoms 1 to 2: atom 1 (C): -0.01, atom 2 (C): 0.00



Record 2
Entry from OMol25: a cluster of 2 separate species, C4H13N2O in total in a non-equilibrium geometry (wB97M-V/def2-TZVPD).

```
! RIJCOSX wB97M-V def2-TZVPD def2/J DEFGRID3
* xyz 1 1
C 0.62 -1.43 1.90
C 1.25 -0.42 0.97
C 0.20 0.39 0.28
C -0.87 0.88 0.83
N -1.75 1.74 0.18
N 0.54 1.17 -1.00
H 1.43 -1.80 2.56
H 0.09 -2.29 1.33
H -0.07 -0.99 2.64
H 1.86 0.28 1.60
H 1.92 -0.92 0.29
H -1.36 0.35 1.75
H -2.78 1.59 0.36
H -1.57 2.69 0.29
H 1.27 0.65 -1.60
H -0.24 1.22 -1.67
H 0.79 2.08 -0.72
H -0.82 -1.59 -2.69
H -0.35 -2.19 -3.93
O -0.15 -1.42 -3.37
*
```

Summary:
Energy relative to the best compared isomer or geometry (same formula, charge and spin), kJ/mol: 260.63
Highest occupied orbital energy, eV: -13.60
Frontier orbital gap, eV: 10.1792
Largest force on an atom, hartree/bohr: 0.099

Atom charges from the Löwdin analysis, given in e for atoms 1 to 2: atom 1 (C): -0.11, atom 2 (C): -0.22